# 1
# C3H14O3S

A cluster of 4 separate species, C3H14O3S in total at a distorted geometry (ωB97M-V with the def2-TZVPD basis set, the Open Molecules 2025 dataset).

Output
Gap between HOMO and LUMO (eV): 9.3
Energy (a.u.): -746.51279
Structure (SMILES): CCCS.O.O.O
Energy relative to the best compared isomer or geometry (same formula, charge and spin) (kcal per mole): 59.67

Structure (ORCA input):
```
! RIJCOSX wB97M-V def2-TZVPD def2/J DEFGRID3
* xyz 0 1
C -1.2812 -1.1774 -1.6911
C -0.2079 -0.3479 -0.8909
C 0.2514 -1.1770 0.3283
S 1.8051 -1.9566 -0.3406
H -1.0570 -0.9027 -2.7249
H -2.2701 -0.6969 -1.7166
H -1.4758 -2.1767 -1.3498
H 0.5309 -0.0405 -1.6432
H -0.5647 0.5868 -0.4972
H -0.3041 -2.0911 0.5927
H 0.2101 -0.6843 1.3110
H 2.7878 -1.2188 0.2506
O 2.5211 1.5811 1.1744
H 2.7495 1.2598 0.3196
H 2.9737 1.5988 1.9953
O -0.4397 0.6252 3.4742
H 0.4856 0.8633 3.4210
H -0.7994 0.4895 2.5983
O -2.2527 1.6305 -1.3875
H -2.2954 2.1608 -2.1823
H -1.3674 1.6744 -1.0411
*
```

# 2
# C16H26BN3O4

An isolated molecule of C16H26BN3O4 at a distorted geometry (ωB97M-V with the def2-TZVPD basis set, the Open Molecules 2025 dataset).

Output
Gap between HOMO and LUMO (eV): 8.6
Energy (a.u.): -1115.49738
Structure (SMILES): CC(C)C[C@H](NC(=O)Cn1ccc2c(c1=O)CCCN2C)B(O)O
Energy relative to the best compared isomer or geometry (same formula, charge and spin) (kcal per mole): 0.00

Structure (ORCA input):
```
! RIJCOSX wB97M-V def2-TZVPD def2/J DEFGRID3
* xyz 0 1
C -5.2203 2.1848 2.7185
C -3.8572 2.1586 2.0072
C -2.7125 2.5946 2.9612
C -3.5403 0.7929 1.4292
C -2.5261 0.8125 0.3498
N -2.1001 -0.5056 -0.1181
C -1.6115 -1.4715 0.7207
O -1.6859 -1.3482 1.9288
C -0.9101 -2.6433 0.1186
N 0.4502 -2.3305 -0.3285
C 1.5139 -2.5199 0.5065
C 2.6923 -1.9324 0.2155
C 2.8276 -1.1366 -0.9411
C 1.7710 -0.9668 -1.7965
C 0.5388 -1.6021 -1.5182
O -0.4197 -1.5669 -2.2986
C 1.9518 -0.2076 -3.0450
C 3.3047 -0.5521 -3.7024
C 4.4209 -0.2786 -2.7147
N 4.1009 -0.6578 -1.3261
C 5.2949 -0.9512 -0.5573
B -1.1770 1.6544 0.5848
O -1.0549 2.7771 -0.1666
O -0.2160 1.1767 1.4858
H -5.9950 2.0406 1.9565
H -5.4623 3.1343 3.1874
H -5.2762 1.4277 3.4699
H -3.8467 2.8926 1.1946
H -2.4712 1.7459 3.6577
H -1.8028 2.9353 2.4273
H -2.9735 3.4600 3.5752
H -3.3047 0.0882 2.2314
H -4.4727 0.3573 1.0086
H -2.9096 1.4059 -0.4861
H -1.7960 -0.5405 -1.0963
H -0.8149 -3.3996 0.8861
H -1.4921 -3.1213 -0.7033
H 1.4315 -3.0665 1.4186
H 3.5222 -2.0490 0.9222
H 1.0831 -0.4353 -3.7178
H 1.8809 0.8783 -2.8856
H 3.3024 -1.6358 -3.9362
H 3.4676 0.0095 -4.6431
H 4.6749 0.7880 -2.7379
H 5.3654 -0.8105 -2.9979
H 6.1723 -0.4511 -0.9810
H 5.1941 -0.6076 0.4548
H 5.4634 -2.0525 -0.6019
H -0.2359 3.2270 0.0854
H -0.5395 0.2983 1.7976
*
```

# 3
# C31H75N2O22P5S

A cluster of 6 separate species, C31H75N2O22P5S in total at a distorted geometry (ωB97M-V with the def2-TZVPD basis set, the Open Molecules 2025 dataset).

Output
Gap between HOMO and LUMO (eV): 7.6
Energy (a.u.): -5095.79783
Structure (SMILES): CCCCCCCCCCCC(=O)O[C@@H](N=C=S)NCC.COP(=O)(OC)OC.COP(=O)(OC)OC.COP(=O)(OC)OC.COP(=O)(OC)OC.COP(=O)(OC)OC
Energy relative to the best compared isomer or geometry (same formula, charge and spin) (kcal per mole): 0.00

Structure (ORCA input):
```
! RIJCOSX wB97M-V def2-TZVPD def2/J DEFGRID3
* xyz 0 1
C -4.8171 3.1568 -2.5019
C -4.0624 2.0697 -1.6998
C -3.5999 0.9888 -2.7137
C -2.4754 0.0860 -2.1766
C -1.4131 -0.2456 -3.2569
C -0.5839 1.0344 -3.5158
C 0.4641 1.2836 -2.4000
C 0.0151 2.4257 -1.4510
C 0.7646 2.4250 -0.1092
C 0.0405 1.7256 1.0706
C -1.4564 2.0339 1.2554
C -1.8453 3.4985 1.3312
O -3.0173 3.7789 1.4117
O -0.8948 4.4878 1.3597
C -1.2346 5.5980 0.5672
N -0.1963 6.6514 0.8894
C -0.5277 7.2374 1.9083
S -0.9103 7.8615 3.2825
N -1.1773 5.3307 -0.8430
C -1.0365 6.5550 -1.6498
C -1.5734 6.3334 -3.0793
H -4.2330 3.4945 -3.3621
H -5.7685 2.7793 -2.8871
H -5.0499 4.0206 -1.8721
H -3.2232 2.5746 -1.2216
H -4.7836 1.6384 -1.0060
H -3.3479 1.5182 -3.6348
H -4.4762 0.3578 -2.8895
H -1.9124 0.5468 -1.3603
H -2.9014 -0.8194 -1.7453
H -1.9228 -0.6041 -4.1534
H -0.7508 -0.9852 -2.7995
H -1.2499 1.9017 -3.5618
H -0.1129 0.9458 -4.4990
H 1.3479 1.6744 -2.9130
H 0.7204 0.3737 -1.8517
H 0.2830 3.3545 -1.9594
H -1.0718 2.4376 -1.3715
H 1.0898 3.4157 0.2035
H 1.6901 1.8565 -0.2735
H 0.2276 0.6479 1.0487
H 0.5347 2.0836 1.9862
H -1.7585 1.5738 2.2010
H -2.0766 1.5525 0.5006
H -2.2028 6.0386 0.8303
H -2.0543 4.9254 -1.1547
H -1.5533 7.4149 -1.2067
H 0.0217 6.7963 -1.7515
H -2.3270 5.5380 -3.1065
H -0.7761 6.0533 -3.7644
H -2.0422 7.2526 -3.4269
C -2.2103 -3.4941 3.4323
O -2.0644 -2.7798 2.1984
P -1.7389 -3.5092 0.7564
O -2.1721 -2.4352 -0.1675
O -2.8729 -4.6611 0.9957
C -4.2495 -4.3198 0.9016
O -0.9411 -4.4999 -0.3053
C -0.4329 -5.7451 0.1971
H -1.6471 -2.9660 4.1999
H -3.2639 -3.4825 3.7189
H -1.8589 -4.5209 3.3654
H -4.4001 -3.2515 0.7466
H -4.7568 -4.6252 1.8185
H -4.6881 -4.8658 0.0666
H -1.2460 -6.4391 0.4085
H 0.1564 -5.5674 1.0974
H 0.2043 -6.1924 -0.5631
C 1.4238 11.0179 -4.2392
O 0.6901 9.8742 -4.6921
P 1.2732 8.8215 -5.8371
O 0.4238 7.6449 -5.5560
O 2.7422 8.7642 -5.1212
C 2.8965 8.0598 -3.8946
O 1.9489 8.3695 -7.2809
C 2.9466 9.2220 -7.8757
H 0.7533 11.8758 -4.2063
H 1.7647 10.8220 -3.2219
H 2.2774 11.2479 -4.8721
H 1.9476 7.6820 -3.5135
H 3.3425 8.7251 -3.1534
H 3.5733 7.2213 -4.0561
H 3.8767 9.1681 -7.3099
H 2.6010 10.2546 -7.9248
H 3.1334 8.8643 -8.8856
C 1.9558 -8.4732 -5.4261
O 0.7681 -8.5916 -4.6345
P -0.2331 -7.2932 -4.2904
O -1.4107 -8.1589 -3.9899
O -0.2438 -6.7302 -5.8231
C -0.8611 -7.5015 -6.8461
O -1.0210 -5.9032 -3.7582
C -0.3570 -4.6340 -3.8816
H 2.7637 -9.0155 -4.9353
H 1.7720 -8.9506 -6.3898
H 2.2555 -7.4394 -5.5829
H -1.2091 -8.4674 -6.4810
H -0.1471 -7.6579 -7.6568
H -1.7102 -6.9422 -7.2379
H -0.2823 -4.3358 -4.9284
H 0.6411 -4.6853 -3.4449
H -0.9370 -3.8844 -3.3467
C 1.5048 1.0069 6.2918
O 0.8204 -0.1229 5.7424
P 1.3637 -0.9526 4.3926
O 0.6039 -2.2046 4.6943
O 2.8852 -0.9551 4.9774
C 3.1957 -1.7046 6.1582
O 1.9445 -1.4741 2.9107
C 2.8705 -0.6330 2.1958
H 0.7770 1.7869 6.5146
H 1.9643 0.7005 7.2323
H 2.2676 1.4015 5.6249
H 2.3161 -2.1586 6.6078
H 3.6694 -1.0411 6.8847
H 3.9010 -2.4894 5.9007
H 3.8424 -0.6351 2.6901
H 2.4949 0.3876 2.1191
H 2.9895 -1.0407 1.1937
C 3.7588 -8.1234 7.8457
O 3.8774 -6.7568 7.4340
P 2.5865 -5.7147 7.3858
O 3.3019 -4.4203 7.4058
O 2.0596 -6.2049 8.8547
C 2.7731 -5.8161 10.0216
O 1.0647 -5.2008 6.9950
C -0.0097 -6.1584 6.9576
H 4.3093 -8.7509 7.1458
H 4.2278 -8.2254 8.8249
H 2.7259 -8.4587 7.8992
H 3.6844 -5.2672 9.7844
H 3.0291 -6.7069 10.5980
H 2.1271 -5.1854 10.6319
H -0.2719 -6.4736 7.9678
H 0.2595 -7.0264 6.3556
H -0.8733 -5.6720 6.5098
*
```

# 4
# C3H4N2O

An isolated molecule of C3H4N2O (ωB97M-V with the def2-TZVPD basis set, the Open Molecules 2025 dataset).

Output
Gap between HOMO and LUMO (eV): 9.7
Energy (a.u.): -301.34018
Structure (SMILES): NC1=CN1C=O
Energy relative to the best compared isomer or geometry (same formula, charge and spin) (kcal per mole): 92.28

Structure (ORCA input):
```
! RIJCOSX wB97M-V def2-TZVPD def2/J DEFGRID3
* xyz 0 1
N -1.0467 -0.9503 -1.1557
C -0.0723 -0.7631 -0.2051
C 1.0193 -0.9494 0.4200
N 0.1401 0.1161 1.0266
C 0.3677 1.4409 0.6078
O 0.1354 1.8438 -0.5119
H -1.3002 -0.0448 -1.5422
H -1.8709 -1.3972 -0.7642
H 1.9497 -1.4129 0.7019
H 0.6780 2.1170 1.4228
*
```

# 5
# C5H8N2

A structure of composition C5H8N2 at a distorted geometry (ωB97M-V with the def2-TZVPD basis set, the Open Molecules 2025 dataset).

Output
Gap between HOMO and LUMO (eV): 8.2
Energy (a.u.): -304.57464
Energy relative to the best compared isomer or geometry (same formula, charge and spin) (kcal per mole): 163.69

Structure (ORCA input):
```
! RIJCOSX wB97M-V def2-TZVPD def2/J DEFGRID3
* xyz 0 1
C -0.1828 1.6836 -0.1817
C -0.9644 0.6170 -0.6843
C 0.8956 1.4099 0.4945
C 1.3689 -1.7352 -0.8299
C 1.0433 -0.0256 0.8428
N 0.6512 -0.9596 -0.1183
N -0.8478 -0.8025 -0.3891
H -0.4928 2.6889 -0.3823
H -0.2996 0.8565 -1.9179
H 1.6192 2.0101 0.8853
H 1.1780 -2.2329 -1.7417
H 1.9819 -0.2296 1.1926
H 0.3042 -0.1168 1.5987
H -1.9818 0.7102 -1.2342
H -0.7942 -1.3539 -1.1811
*
```

# 6
# C4H8NO3

A cluster of 2 separate species, C4H8NO3 in total at a distorted geometry (ωB97M-V with the def2-TZVPD basis set, the Open Molecules 2025 dataset).

Output
Gap between HOMO and LUMO (eV): 8.3
Energy (a.u.): -437.78532
Energy relative to the best compared isomer or geometry (same formula, charge and spin) (kcal per mole): 12.65

Structure (ORCA input):
```
! RIJCOSX wB97M-V def2-TZVPD def2/J DEFGRID3
* xyz -1 1
C 0.8574 2.8834 1.0982
C 0.4427 1.7161 1.9865
O 0.0338 1.8646 3.1289
N 0.6015 0.5058 1.4023
H 1.4736 3.5594 1.6871
H -0.0564 3.3037 0.7057
H 0.4119 -0.3731 1.8638
H 0.3732 0.2917 0.4272
H 1.4575 2.5017 0.2847
C -1.1389 -2.7943 -2.0531
C -0.4177 -1.6191 -1.3658
O 0.0907 -0.7874 -2.1536
O -0.2952 -1.6530 -0.1224
H -2.1186 -3.1324 -1.7036
H -0.4791 -3.6733 -2.0627
H -1.2364 -2.5936 -3.1231
*
```